Entry 1:
Below is a structure of composition C8H14EuF6NO6PS4Se2Te2 at a distorted geometry, with properties calculated with the ωB97M-V functional and the def2-TZVPD basis.

XYZ file:
```
45
Properties=species:S:1:pos:R:3:forces:R:3
Eu 0.598 -1.241 -0.305 2.596 0.968 0.664
Se 2.814 -1.635 2.578 0.962 -0.022 -1.079
Te 5.747 0.013 4.837 0.168 0.338 0.460
Te 7.139 -1.594 3.272 -1.182 -0.163 -0.698
Se 5.005 -2.011 1.492 -0.460 0.113 0.625
F 1.362 -2.421 -4.665 -1.133 -0.287 0.397
C 0.779 -3.561 -4.308 0.373 -1.226 0.529
F -0.042 -3.986 -5.260 0.145 0.215 0.226
F 1.760 -4.428 -4.095 -0.240 -0.412 -0.363
S -0.059 -3.338 -2.546 1.153 1.238 3.805
O 1.200 -2.865 -1.951 0.195 -1.173 -0.673
O -0.906 -2.208 -2.750 -1.761 0.076 -0.934
N -0.768 -4.430 -1.467 0.170 0.475 -3.948
S -0.636 -4.393 0.088 3.800 3.291 0.718
O -1.651 -5.104 0.754 -0.555 -1.251 -0.023
O -0.367 -3.037 0.658 -1.549 -2.364 -0.847
C 1.155 -4.983 0.495 0.040 0.285 0.806
F 1.323 -6.272 0.193 0.010 -0.113 -0.081
F 2.179 -4.284 -0.057 -1.629 -0.829 0.373
F 1.203 -4.806 1.814 0.229 -0.528 -0.377
C 0.278 3.865 2.607 0.404 0.029 0.191
C 1.174 3.056 1.686 0.121 -1.739 -0.491
C 1.607 3.771 0.365 1.086 0.270 1.700
O 0.421 1.775 1.444 -0.429 0.587 -1.147
P -0.522 1.484 0.178 -1.708 0.240 0.985
S 0.460 1.499 -1.558 -0.133 -0.477 0.278
S -1.637 -0.131 0.685 0.199 0.348 0.160
O -1.657 2.629 0.253 -0.660 0.881 -0.731
C -2.996 2.651 -0.461 1.255 0.533 -0.265
C -4.072 2.501 0.617 1.309 0.611 1.031
C -3.090 1.668 -1.624 -0.055 -1.219 -0.426
H 0.726 4.871 2.665 -0.502 -0.155 0.127
H 0.295 3.415 3.612 -0.118 0.187 -0.368
H -0.762 3.867 2.230 0.603 0.268 0.110
H 2.045 2.570 2.228 -0.698 1.249 -0.628
H 0.914 3.763 -0.460 -0.456 0.153 0.174
H 2.527 3.294 0.007 -0.212 0.113 -0.023
H 1.863 4.816 0.663 -0.173 -0.620 -0.350
H -3.001 3.671 -0.910 -0.066 -0.525 0.582
H -3.928 1.587 1.215 0.110 0.307 -0.385
H -5.065 2.506 0.241 -0.881 -0.061 -0.750
H -4.005 3.376 1.306 0.061 -0.635 -0.351
H -3.404 0.700 -1.230 0.093 -0.031 -0.053
H -2.130 1.452 -2.170 -0.930 0.648 0.612
H -3.877 1.926 -2.363 0.448 0.407 0.435
```
Positions in Å, forces in eV/Å.

## Properties
- Frontier orbital gap (spin up / spin down): 2.4 / 2.4 eV
- Energy above the lowest of the compared OMol25 structures with the same formula, charge and spin: 0.00 kJ/mol
- Spin multiplicity: 8
- Total charge: -2

***

Entry 2:
Below is a structure of composition C8H14F6N3O6RbS2 at a distorted geometry, with properties calculated with the ωB97M-V functional and the def2-TZVPD basis.

XYZ file:
```
40
Properties=species:S:1:pos:R:3:forces:R:3
Rb 1.070 0.170 -0.118 -0.397 0.040 -1.939
C -2.451 0.525 -0.820 0.886 -0.901 -0.535
F -3.490 0.744 -1.604 0.459 0.064 -0.743
F -1.431 1.399 -1.064 -0.673 -0.347 -0.259
F -2.849 0.718 0.391 -0.212 0.192 1.782
S -1.864 -1.306 -0.973 -1.191 -1.620 -1.537
O -3.031 -2.056 -0.506 1.846 1.512 -0.155
O -1.484 -1.552 -2.386 -2.659 -1.673 4.179
N -0.479 -1.218 0.026 -7.536 -3.190 -3.127
S -0.569 -2.384 0.993 -1.182 -4.499 3.610
O -1.393 -2.026 2.143 0.758 -1.058 -0.603
O -0.809 -3.664 0.361 0.389 0.607 0.358
C 1.200 -2.655 1.743 -1.530 -0.215 -0.283
F 1.674 -1.469 2.135 0.043 -2.172 0.521
F 1.133 -3.523 2.782 0.019 1.097 -0.963
F 1.989 -3.170 0.810 0.232 0.128 0.122
C 1.850 0.887 2.757 -0.433 0.372 0.243
O 2.054 0.576 1.578 4.190 3.795 8.505
N 0.663 0.799 3.403 1.800 0.394 -0.636
C 0.644 1.082 4.828 -0.211 -0.242 0.330
C -0.593 0.563 2.702 0.263 0.893 0.145
H 2.597 1.311 3.446 0.407 -0.254 -0.284
H 1.603 1.074 5.345 0.451 -0.172 -0.753
H 0.119 0.253 5.304 -0.553 0.443 0.212
H 0.263 2.081 5.038 -0.675 -0.202 0.066
H -0.466 0.666 1.624 0.196 -0.287 0.474
H -0.988 -0.430 2.920 -0.280 0.706 0.127
H -1.226 1.425 2.913 -0.512 -0.317 0.481
C 1.636 1.475 -2.896 -0.389 -0.755 -1.021
O 1.836 1.091 -1.753 3.112 3.783 -6.384
N 0.708 0.937 -3.718 1.159 1.713 0.472
C 0.471 1.596 -4.975 -0.451 -0.562 -0.624
C -0.254 -0.050 -3.344 1.218 -0.696 -0.298
H 2.244 2.238 -3.407 -0.054 0.129 0.206
H 0.436 0.840 -5.759 -0.287 -0.076 -0.087
H 1.261 2.273 -5.301 -0.128 0.228 0.532
H -0.510 2.060 -4.871 0.068 0.413 -0.591
H -0.136 -0.895 -4.021 -0.208 0.102 -0.355
H -0.118 -0.580 -2.401 1.589 1.579 -0.586
H -1.315 0.198 -3.324 0.477 1.049 -0.601
```
Positions in Å, forces in eV/Å.

## Properties
- Frontier orbital gap: 9.7 eV
- Energy above the lowest of the compared OMol25 structures with the same formula, charge and spin: 942.39 kJ/mol
- Spin multiplicity: 1
- Total charge: 0

***

Entry 3:
Below is a structure of composition C8H14HfO5S at a distorted geometry, with properties calculated with the ωB97M-V functional and the def2-TZVPD basis.

XYZ file:
```
29
Properties=species:S:1:pos:R:3:forces:R:3
C -3.218 -1.872 0.411 0.828 -0.016 0.533
C -1.844 -1.993 -0.251 -0.552 0.014 1.048
C -1.071 -0.747 0.001 0.724 -0.753 -3.015
C 0.400 -0.700 -0.260 -0.445 0.011 0.157
C 0.963 0.663 -0.617 0.386 0.177 -1.242
C 2.489 0.699 -0.415 -0.563 -0.237 0.678
S 2.710 0.428 1.347 3.688 1.517 -0.472
O 3.491 1.450 1.927 -0.091 0.042 0.083
O 1.330 0.328 1.868 -4.327 -1.104 2.916
C 0.374 1.938 -0.015 -0.143 0.297 -0.371
O 0.178 2.808 -1.053 0.090 0.364 0.767
C 0.319 2.166 -2.236 0.119 -0.146 -3.059
O 0.153 2.651 -3.323 0.122 -0.612 2.108
O 0.690 0.869 -1.987 -0.311 0.302 -0.434
H -3.342 -2.595 1.206 -0.245 -0.618 0.197
H -4.048 -1.985 -0.271 -0.653 -0.027 -0.156
H -3.371 -0.863 0.841 -0.206 0.635 0.084
H -1.348 -2.887 0.089 0.422 -0.481 -0.217
H -1.928 -2.016 -1.333 -0.007 -0.157 -0.616
H -1.286 -0.594 1.167 -0.795 0.333 -2.835
H -1.623 0.082 -0.418 -0.378 0.578 0.253
H 0.579 -1.398 -1.071 0.106 -0.236 -0.438
H 0.931 -1.060 0.600 0.079 -0.970 -0.333
H 3.076 0.001 -1.000 -0.039 -0.488 -0.200
H 2.876 1.687 -0.630 0.354 0.417 0.133
H 3.352 -0.754 1.490 -0.302 -0.435 0.076
H 0.928 2.411 0.787 0.137 0.556 0.360
H -0.655 1.804 0.415 -0.530 -0.323 0.845
Hf -1.105 -0.522 2.730 2.530 1.360 3.148
```
Positions in Å, forces in eV/Å.

## Properties
- Frontier orbital gap: 3.1 eV
- Spin multiplicity: 1
- Total charge: +4

***

Entry 4:
Below is a structure of composition C8H14IN3OS5Tl at a distorted geometry, with properties calculated with the ωB97M-V functional and the def2-TZVPD basis.

XYZ file:
```
33
Properties=species:S:1:pos:R:3:forces:R:3
Tl 0.765 0.230 -0.844 -0.402 0.376 -0.886
S -3.801 4.304 -5.473 -0.101 0.119 -0.165
C -3.065 3.452 -4.251 0.125 -0.174 0.231
S -2.061 4.159 -3.048 -0.048 -0.230 -0.012
C -1.651 2.710 -2.129 -0.287 -0.066 -0.359
C -2.204 1.563 -2.608 -0.002 0.405 -0.104
S -2.022 -0.024 -1.955 0.164 -0.434 0.131
S -3.209 1.751 -4.040 0.122 0.167 0.135
S -0.631 2.896 -0.753 0.401 0.031 0.367
N -0.506 -2.368 -0.574 -0.052 -0.350 0.038
C 0.185 -3.655 -0.543 -0.032 0.070 0.146
C 0.860 -3.933 0.802 0.068 0.243 -0.161
C 2.048 -3.035 1.145 -0.145 -0.011 0.053
N 1.658 -1.634 1.269 0.164 -0.161 0.322
H -1.203 -2.309 0.161 -0.037 0.003 -0.044
H -1.006 -2.243 -1.449 0.035 0.084 0.021
H 0.949 -3.642 -1.326 -0.005 -0.027 -0.019
H -0.492 -4.493 -0.760 0.064 -0.053 -0.041
H 1.221 -4.965 0.797 -0.069 -0.041 0.047
H 0.111 -3.857 1.600 0.004 -0.044 0.020
H 2.793 -3.107 0.347 0.008 -0.014 -0.002
H 2.513 -3.417 2.066 0.033 -0.074 -0.070
H 2.426 -1.080 1.631 -0.027 0.044 0.000
H 0.889 -1.537 1.922 -0.003 0.036 0.003
N 2.213 2.603 3.046 -0.045 -0.022 0.124
C 1.289 1.653 2.752 0.253 0.337 -0.637
O 1.048 1.331 1.605 -0.036 -0.103 0.662
C 0.555 1.065 3.912 0.688 -0.932 1.163
I 1.946 -0.248 5.098 -0.563 0.522 -0.594
H 2.720 3.010 2.279 -0.015 -0.003 -0.009
H 2.523 2.767 3.986 -0.012 0.019 -0.011
H -0.242 0.395 3.622 -0.058 0.136 -0.161
H 0.266 1.771 4.681 -0.191 0.146 -0.189
```
Positions in Å, forces in eV/Å.

## Properties
- Frontier orbital gap: 3.7 eV
- Spin multiplicity: 1
- Total charge: -1

***

Entry 5:
Below is a cluster of 2 separate species, C8H14N in total at a distorted geometry, with properties calculated with the ωB97M-V functional and the def2-TZVPD basis.

XYZ file:
```
23
Properties=species:S:1:pos:R:3:forces:R:3
C 3.269 0.491 1.417 -1.353 1.775 -2.263
C 2.774 -1.349 -1.703 -0.167 -1.874 0.047
C 2.736 0.599 0.145 2.087 -3.082 0.763
C 2.774 -0.549 -0.715 -1.106 2.187 1.151
C -0.355 0.046 1.412 -0.702 -1.059 -1.678
C -0.680 0.259 -0.031 1.172 1.252 0.455
C -2.954 0.715 -0.561 -1.820 2.575 0.976
C -1.895 -0.290 -0.579 -0.821 -1.511 0.000
N 0.220 -0.771 0.289 2.025 -1.197 0.765
H 3.100 1.434 1.965 0.698 -0.946 0.437
H 3.780 -0.394 1.739 -0.046 -0.166 0.505
H 2.158 -2.274 -1.797 0.071 1.097 0.190
H 3.596 -1.340 -2.403 0.395 0.316 -0.156
H 2.415 1.518 -0.251 -0.873 0.867 -0.365
H 0.205 0.669 2.053 1.126 0.667 0.064
H -1.066 -0.531 1.950 -0.768 -0.184 0.510
H -0.266 1.107 -0.621 -0.214 -0.385 0.762
H -3.230 0.995 -1.572 -0.467 0.196 0.137
H -2.671 1.644 0.005 0.408 -0.501 -0.897
H -3.820 0.518 0.064 -0.433 -0.821 -0.497
H -1.624 -0.482 -1.608 -0.235 -0.725 -0.408
H -2.148 -1.270 -0.045 0.122 1.255 -0.776
H -0.338 -1.635 0.217 0.902 0.263 0.278
```
Positions in Å, forces in eV/Å.

## Properties
- Frontier orbital gap: 7.1 eV
- Energy above the lowest of the compared OMol25 structures with the same formula, charge and spin: 408.55 kJ/mol
- Spin multiplicity: 1
- Total charge: +1

***

Entry 6:
Below is the molecule C8H14N2O at a distorted geometry, with properties calculated with the ωB97M-V functional and the def2-TZVPD basis.

XYZ file:
```
25
Properties=species:S:1:pos:R:3:forces:R:3
C 1.663 -1.783 0.776 -0.652 -1.027 -2.069
C 0.237 -1.469 0.306 2.321 0.425 1.028
C 2.602 -0.844 0.545 1.471 -2.148 2.162
C -0.102 -0.170 0.188 2.305 2.122 0.725
C 2.313 0.463 0.000 -0.974 3.799 -0.677
C -2.200 -0.286 -1.337 0.583 -1.954 2.839
C -2.394 0.079 1.138 -0.451 0.184 2.310
C -1.453 0.362 -0.055 -2.451 -3.381 -0.536
N 1.000 0.984 0.507 -1.333 -3.643 -0.981
N 0.597 2.296 0.063 -0.558 -1.337 -0.197
O 2.386 0.557 -1.453 -1.364 -3.635 -0.542
H 1.960 -2.891 0.962 -0.644 2.254 0.218
H -0.436 -2.308 0.168 -0.218 0.366 -0.031
H 3.662 -0.998 0.924 -1.366 -0.013 -0.869
H 3.066 1.221 0.356 -0.598 -0.719 -0.468
H -2.029 -1.419 -1.435 0.016 1.696 0.198
H -1.878 0.213 -2.168 0.917 0.980 -2.503
H -3.272 -0.165 -1.256 -0.171 0.252 0.142
H -2.886 0.976 1.682 0.885 -1.138 -1.310
H -1.860 -0.458 1.972 -0.411 0.473 -0.849
H -3.204 -0.591 0.813 0.169 0.257 0.270
H -1.404 1.369 -0.198 0.092 2.726 -0.476
H 0.337 2.272 -0.933 0.836 0.276 0.400
H 1.349 2.940 0.266 0.050 -0.055 -0.172
H 1.946 -0.349 -1.830 1.546 3.240 1.388
```
Positions in Å, forces in eV/Å.

## Properties
- Frontier orbital gap: 8.8 eV
- Energy above the lowest of the compared OMol25 structures with the same formula, charge and spin: 352.56 kJ/mol
- Spin multiplicity: 1
- Total charge: 0

***

Question: The highest total charge belongs to which entry?
Answer: C8H14HfO5S